(1)
This record from the Open Molecules 2025 dataset describes a single C6H9N molecule. The level of theory is ωB97M-V/def2-TZVPD.

Geometry as XYZ:
```
16
C6H9N, DFT ωB97M-V/def2-TZVPD
C 0.070 -0.406 -1.977
C 0.148 -0.562 -0.655
C 0.435 0.482 0.367
C 1.411 1.601 0.192
C -0.404 0.240 1.378
C -1.228 -0.984 1.053
N -0.368 -1.654 0.073
H 0.383 0.514 -2.453
H -2.151 -0.646 0.545
H -0.397 -1.171 -2.592
H 1.319 2.333 1.000
H 1.251 2.119 -0.761
H 2.442 1.225 0.186
H -0.551 0.851 2.262
H -1.503 -1.621 1.895
H -0.857 -2.320 -0.513
```

For the largest force on an atom, the calculation gives 0.0056 hartree/bohr. Its energy above the lowest of the compared OMol25 structures with the same formula, charge and spin is 30.15 kcal/mol. The highest occupied orbital energy is -0.297 hartree. The frontier orbital gap comes out at 9.2 eV. As for the SMILES: C=C1NCC=C1C.


(2)
This record from the Open Molecules 2025 dataset describes a molecular structure, C28H52ClCrNO12P3S2. The level of theory is ωB97M-V/def2-TZVPD.

Geometry as XYZ:
```
100
C28H52ClCrNO12P3S2, DFT ωB97M-V/def2-TZVPD
Cr -0.607 -0.215 1.416
N -1.021 -1.194 3.233
C -2.459 -0.969 3.526
C -3.191 -0.586 2.236
O -4.336 -0.933 2.061
O -2.473 0.156 1.437
H -0.825 -2.178 3.077
H -0.417 -0.864 3.979
H -2.546 -0.108 4.190
H -2.929 -1.825 4.002
C -1.767 -5.389 1.123
C -2.290 -4.700 -0.114
C -2.958 -5.630 -1.097
O -1.134 -4.100 -0.808
P -1.005 -2.541 -0.767
O -1.152 -2.013 0.620
C 0.641 -2.215 -1.411
P 1.849 -1.927 -0.079
O 1.274 -1.389 1.163
O 2.941 -0.970 -0.669
C 3.601 -1.207 -1.942
C 3.379 0.030 -2.786
C 5.060 -1.491 -1.672
O 2.500 -3.350 0.078
C 3.096 -3.812 1.343
C 3.974 -2.750 1.984
C 1.984 -4.284 2.264
O -2.115 -1.927 -1.661
C -2.413 -1.948 -3.088
C -1.981 -0.636 -3.696
C -1.813 -3.161 -3.768
H -2.595 -5.819 1.687
H -1.248 -4.673 1.764
H -1.074 -6.187 0.849
H -2.968 -3.891 0.170
H -2.243 -6.372 -1.456
H -3.354 -5.076 -1.949
H -3.785 -6.149 -0.612
H 0.569 -1.278 -1.974
H 0.966 -3.010 -2.082
H 3.144 -2.078 -2.419
H 3.819 0.897 -2.294
H 2.314 0.225 -2.926
H 3.844 -0.095 -3.765
H 5.497 -0.671 -1.100
H 5.599 -1.584 -2.615
H 5.181 -2.420 -1.112
H 3.699 -4.656 1.014
H 3.379 -1.903 2.327
H 4.749 -2.398 1.301
H 4.466 -3.185 2.855
H 1.413 -3.422 2.621
H 2.422 -4.785 3.128
H 1.327 -4.987 1.753
H -3.498 -2.023 -3.112
H -0.892 -0.572 -3.763
H -2.329 0.193 -3.084
H -2.391 -0.545 -4.704
H -0.720 -3.106 -3.797
H -2.162 -3.194 -4.800
H -2.112 -4.087 -3.275
Cl -3.196 6.105 4.893
C -2.075 4.842 4.465
C -2.414 3.940 3.474
C -1.510 2.940 3.139
C -0.282 2.849 3.780
C 0.035 3.767 4.777
C -0.856 4.768 5.125
C 0.728 1.785 3.417
O 1.763 1.695 4.063
O 0.456 1.022 2.406
H -3.358 4.019 2.953
H -1.776 2.255 2.344
H 0.997 3.684 5.264
H -0.615 5.491 5.893
C 2.159 4.940 -0.323
C 1.005 4.691 0.630
C -0.080 5.745 0.531
O 0.520 3.338 0.429
P -0.593 2.816 -0.559
S -2.436 3.297 -0.176
S -0.196 0.809 -0.709
O -0.065 3.413 -1.958
C -0.864 3.232 -3.152
C -1.395 4.587 -3.561
C 0.025 2.589 -4.196
H 2.610 5.911 -0.108
H 1.806 4.936 -1.354
H 2.919 4.167 -0.207
H 1.380 4.662 1.654
H -0.459 5.825 -0.490
H 0.343 6.709 0.819
H -0.915 5.513 1.191
H -1.704 2.576 -2.914
H -0.566 5.268 -3.770
H -2.004 4.998 -2.755
H -2.011 4.502 -4.458
H 0.879 3.233 -4.414
H -0.533 2.427 -5.121
H 0.396 1.632 -3.829
```

For the largest force on an atom, the calculation gives 0.0158 hartree/bohr. Its multiplicity is 4. The highest occupied orbital energy (spin up / spin down) is -0.277 / -0.279 hartree. The frontier orbital gap (spin up / spin down) comes out at 7.7 / 7.7 eV.


(3)
This record from the Open Molecules 2025 dataset describes a molecular structure, C4H7NO2. The level of theory is ωB97M-V/def2-TZVPD.

Geometry as XYZ:
```
14
C4H7NO2, DFT ωB97M-V/def2-TZVPD
C 1.497 -0.405 -0.664
N 0.725 -0.377 0.560
C 0.794 1.320 1.541
C -1.434 -0.015 -0.605
C -0.715 -0.155 0.509
O -2.800 0.056 -0.641
O 1.228 2.151 0.867
H -3.153 -0.119 0.245
H 0.983 -1.070 1.252
H -1.016 0.119 -1.587
H -1.204 -0.334 1.460
H 1.436 0.577 -1.140
H 1.117 -1.151 -1.371
H 2.544 -0.598 -0.426
```

For the largest force on an atom, the calculation gives 0.0588 hartree/bohr. Its energy above the lowest of the compared OMol25 structures with the same formula, charge and spin is 72.80 kcal/mol. The highest occupied orbital energy is -0.302 hartree. The frontier orbital gap comes out at 9.0 eV.


(4)
This record from the Open Molecules 2025 dataset describes a molecular structure, CH5O2. The level of theory is ωB97M-V/def2-TZVPD.

Geometry as XYZ:
```
8
CH5O2, DFT ωB97M-V/def2-TZVPD
C 0.758 1.085 0.848
O 0.539 0.260 -0.226
H 1.198 0.615 1.724
H 1.298 1.970 0.594
H -0.188 1.546 1.228
H -1.377 -1.824 -0.040
H -0.243 -0.620 -0.394
O -1.193 -1.285 -0.800
```

For the largest force on an atom, the calculation gives 0.0444 hartree/bohr. Its energy above the lowest of the compared OMol25 structures with the same formula, charge and spin is 7.51 kcal/mol. The charge is -1. The highest occupied orbital energy is -0.120 hartree. The frontier orbital gap comes out at 7.9 eV.